Record 1
{
  "formula": "C37H62F3N2O9",
  "method": "ωB97M-V with the def2-TZVPD basis set",
  "species": ["C", "H", "O", "H", "H", "C", "C", "H", "H", "F", "H", "C", "H", "H", "H", "C", "C", "H", "H", "C", "C", "C", "H", "H", "H", "O", "C", "H", "C", "H", "H", "H", "H", "H", "O", "C", "H", "H", "H", "H", "H", "H", "H", "H", "H", "H", "H", "H", "C", "C", "C", "H", "H", "H", "H", "H", "O", "O", "H", "H", "H", "H", "H", "H", "C", "N", "H", "C", "C", "C", "C", "C", "C", "C", "H", "H", "O", "H", "H", "C", "C", "C", "O", "C", "H", "H", "H", "H", "C", "C", "C", "H", "H", "F", "H", "C", "C", "C", "N", "H", "H", "H", "C", "C", "F", "H", "O", "H", "C", "O", "C", "H", "H"],
  "positions_angstrom": [[-1.9371, -0.7023, 4.2364], [-3.3080, 0.4347, -3.6523], [1.8285, -2.2129, -3.2144], [-5.1003, 1.0598, -2.3543], [3.8370, 5.8611, -1.3583], [-4.0933, -3.2314, 5.3297], [1.7227, 0.9146, 1.0705], [1.9080, 0.9651, 3.2231], [-2.8039, -0.0544, -0.6573], [-4.5386, -2.2682, 6.1368], [5.9966, 5.5531, 0.8080], [-2.6382, 0.2472, -2.8135], [-4.2104, 1.3713, 0.5614], [-0.2294, 2.5771, 1.7303], [1.2322, -6.3305, -4.1734], [-3.4458, -0.1424, -1.5393], [2.7969, 1.0253, -1.2079], [-3.7932, -1.2638, 3.5833], [0.3728, 2.1528, -1.2611], [3.2769, -4.9981, -5.3216], [-2.0943, 1.0630, 2.1942], [-4.7686, 1.7288, -0.3106], [-0.9367, -1.9658, 5.5503], [0.6750, -2.4722, 3.3326], [-0.3791, 1.9242, -4.0953], [0.3307, -7.0538, -5.8755], [-0.8522, -2.6828, 0.5115], [-3.7157, -1.1984, -1.6489], [0.9374, -5.9712, -5.1625], [-1.5805, 1.4943, -1.4120], [-0.1194, -0.0221, 6.0110], [-1.3767, -1.7260, 0.4676], [-3.7743, 3.6796, 1.1870], [3.0166, -4.0004, -4.9667], [1.1963, -8.7062, -7.1462], [0.4706, -4.3109, -0.9227], [1.8076, -5.0025, -6.8849], [0.0864, 2.9247, 3.4004], [6.4381, 7.3559, -0.8334], [3.5837, -5.6063, -4.4690], [3.8742, 0.9660, -1.3813], [0.2383, -5.1448, -5.0500], [0.0187, -2.5365, 1.1552], [0.7998, 0.5388, 0.6090], [5.9792, 8.0511, 0.7300], [5.1516, 4.6675, -1.2810], [4.8096, 8.0097, -0.5747], [2.2788, -0.6851, 4.9318], [1.2784, -1.0855, 4.7539], [2.5301, 1.7949, 0.1097], [5.1632, 6.1008, 0.3590], [-3.9838, 0.2359, 1.8038], [-3.2660, 4.8826, -0.0478], [-2.0747, -3.9135, 5.2913], [-2.1824, 2.3525, -2.8836], [0.0525, 0.3794, -3.3767], [1.1735, -4.0916, -2.1521], [2.4562, -6.9250, -6.5627], [3.5006, 2.0357, 0.5354], [-2.5951, -3.1309, 3.8108], [-0.0639, -5.2580, -0.9464], [1.1132, -1.8844, 5.4761], [-5.8105, 1.8402, 0.0045], [2.3532, 0.0340, 1.2447], [-1.9786, -1.7402, 5.3334], [1.2792, -1.6683, 3.4178], [1.9938, 2.7242, -0.0654], [-3.0932, 0.2135, 2.4151], [-0.2922, 1.3896, -3.1442], [1.1854, -2.7518, -2.3759], [3.3479, 5.1189, 1.2522], [-3.3685, 3.8250, 0.1800], [-0.9593, 1.0687, 2.9959], [1.3170, -7.6678, -6.5875], [-2.1472, 1.7705, 1.3787], [-2.4018, 3.3100, 0.1672], [0.3555, -2.1104, -1.5070], [2.8450, 2.4326, -2.8702], [-3.7876, 3.0059, -1.7626], [0.2775, 0.1012, 4.9997], [-4.3063, 3.1110, -0.8101], [-0.4451, -3.1122, -0.8760], [3.6150, 4.4340, 0.1124], [0.7353, 2.1704, -2.2927], [-5.5486, -0.0876, -1.1156], [-1.3325, -3.2634, -1.4987], [2.1512, 2.4959, 2.4444], [2.1579, 0.8806, -3.2280], [1.5172, 1.6102, 2.4399], [5.6276, 7.4556, -0.1120], [2.1825, 1.6655, -2.4648], [4.1383, -4.9220, -5.9854], [-1.5064, -3.4247, 0.9723], [-4.8899, -3.2617, 4.2232], [0.7104, 3.2063, -2.6412], [-2.6329, -3.0672, 4.8989], [-1.7024, 1.4523, -2.4981], [2.1128, -5.6301, -6.0424], [-3.0014, -0.6461, 3.4326], [1.1977, -4.3286, -0.1067], [2.4434, -0.0050, -1.1012], [0.8006, 1.0504, 4.9636], [-4.7788, 0.6352, -1.4017], [-0.8931, 0.1469, 4.0506], [-4.2744, -4.4113, 5.9328], [-5.1872, 3.7328, -0.9746], [4.1285, 6.2154, 1.3554], [-2.0228, -0.6158, -3.0892], [4.4663, 5.2701, -0.6892], [2.5274, 4.7908, 2.0533], [0.0809, 2.1102, 2.6693], [1.1259, -0.9963, 2.6811], [-2.3831, -1.3271, 6.2590]],
  "total_energy_ha": -2533.1474,
  "molar_mass_g_mol": 735.90,
  "total_charge": 1
}

---

Record 2
{
  "formula": "C37H64BCl2EuN8O4",
  "method": "ωB97M-V with the def2-TZVPD basis set",
  "species": ["H", "C", "H", "C", "H", "H", "H", "C", "H", "N", "C", "H", "H", "H", "H", "H", "H", "N", "H", "C", "N", "H", "C", "C", "N", "H", "H", "H", "H", "H", "C", "H", "C", "H", "O", "N", "H", "Cl", "H", "C", "H", "H", "H", "O", "H", "H", "H", "C", "H", "C", "H", "H", "H", "H", "C", "H", "C", "C", "C", "H", "H", "C", "C", "H", "N", "H", "H", "H", "H", "C", "H", "H", "C", "C", "C", "H", "H", "C", "C", "H", "H", "C", "B", "H", "Cl", "C", "C", "C", "C", "C", "H", "C", "H", "C", "N", "H", "H", "N", "C", "O", "H", "C", "H", "C", "H", "H", "C", "H", "H", "H", "H", "H", "Eu", "H", "O", "C", "H"],
  "positions_angstrom": [[-3.7194, -1.0798, -1.2074], [3.3369, -0.0938, -1.7586], [-2.5953, 2.4096, -2.4522], [0.3072, -0.2077, -4.2329], [-4.0621, 2.0777, -3.4512], [3.0244, 0.5220, 5.1486], [3.4961, 3.3313, 0.5644], [0.7683, 0.5444, -6.6443], [2.2194, -2.6305, -0.1989], [-1.6690, -4.6028, -2.1808], [0.8868, 4.4298, 1.4120], [1.2615, 4.9813, 0.5488], [-4.1112, 3.1784, -2.0540], [-1.1331, 3.8420, 0.7741], [3.3457, -2.7507, 2.3898], [4.3812, -4.9812, -4.2130], [0.4593, 0.2678, 7.0908], [0.5726, 1.9104, 1.0027], [-4.1544, 4.3763, 2.5278], [0.7156, -1.5877, -4.7237], [0.3421, 0.7104, -5.2334], [1.3516, 1.4225, -6.8602], [-2.9896, 2.1559, 2.0549], [2.1963, 1.2523, 5.1806], [-0.0880, -0.0423, 2.5994], [-1.6024, -5.4195, -0.1366], [-2.4766, -0.3073, -2.2446], [-2.0618, -6.0064, -3.8446], [-4.1702, 0.9250, 4.2801], [5.2313, 1.8707, 0.3206], [-3.6749, 2.2451, -2.3957], [-0.4319, -5.1721, -3.6841], [-1.2658, -5.6440, -3.1456], [-1.5068, -3.4738, -4.5428], [0.1122, 0.0912, -3.0009], [0.0176, -1.1472, 1.7359], [-0.8673, -6.4849, -2.5842], [5.7799, -4.0744, -2.4774], [1.5458, -0.9090, 6.4327], [0.6352, -0.3638, 6.1976], [1.3614, -0.3724, -6.7637], [0.0364, 1.3462, 4.9507], [-4.2103, 4.3412, 4.2848], [-1.3927, -2.4882, -1.3812], [3.3114, -4.3191, 1.8168], [0.4609, -3.0520, -0.3877], [-1.1436, 2.2169, -5.3093], [-3.5263, -0.3029, -1.9551], [2.3440, 1.9991, 4.3945], [2.6764, -3.6249, 2.3275], [2.1004, -1.9178, 4.1851], [2.3611, -0.6693, -1.8214], [1.5477, 6.0748, 2.5835], [-2.8004, -4.2153, -0.4946], [2.6000, 2.6578, 0.6022], [-3.0155, -5.9341, -1.1245], [-0.6013, 4.6470, 1.2991], [1.3553, 3.0038, 1.1650], [3.6446, 0.5154, -0.4276], [0.2801, -1.8128, -5.6985], [-3.6800, 2.1170, 5.4525], [0.7363, -0.2717, 3.6896], [1.4045, -3.3344, 0.1242], [3.5798, -3.7834, -3.2085], [1.2395, 0.9383, 0.2007], [-0.0816, 0.5883, -7.3656], [-0.9900, 4.6607, 2.3222], [2.5590, 4.6096, 2.9598], [-1.6261, -1.8347, -3.8617], [-3.9626, 1.1046, -1.4171], [2.5343, -3.9874, 3.3523], [3.2397, 0.6545, -2.6397], [-3.4012, 1.4673, -0.0785], [0.8633, 0.5604, 4.9704], [-3.7156, -2.2072, 1.5362], [0.4849, 2.7958, -5.4573], [-0.3057, 2.1166, 3.1420], [2.5263, 1.3287, 0.1331], [-3.9914, 2.0703, 1.0746], [-0.1041, 2.1333, -3.8483], [4.7576, 2.0786, -1.4164], [-0.1087, 2.0602, -4.9308], [-0.4505, 1.4237, 2.1038], [-0.1935, -1.1316, 6.0426], [4.8268, -2.7883, -4.8950], [-3.3535, 1.6237, 4.5153], [4.5192, -3.9897, -3.7085], [4.9402, 1.3785, -0.6157], [-3.0826, 2.6807, 3.4311], [1.3266, -1.5072, 3.5490], [-5.0652, 1.1092, -1.3050], [-2.3078, -5.0978, -0.9511], [1.8057, -1.6438, -4.7913], [-4.2427, 3.7385, 3.3945], [-1.8720, 1.5227, 1.5687], [3.8797, -0.2259, 0.3963], [-2.4999, 0.9350, 4.7582], [-2.0967, 1.1631, 0.2236], [-1.0855, -2.7891, -3.7603], [-4.0062, -1.1103, 1.7342], [-0.8075, 5.5839, 0.7918], [1.5654, 4.9836, 2.7089], [0.9134, 4.7371, 3.5301], [1.3139, -3.3018, 1.6743], [-5.0235, 2.5166, 1.2135], [-2.1170, 3.1611, 3.5483], [-1.3736, -3.3079, -2.3517], [0.6317, -4.0862, 1.9638], [1.7027, -4.3153, -0.2104], [4.1456, -0.8088, -2.1077], [-4.1171, -0.5529, -2.8769], [-5.2100, 3.2280, 3.3418], [-0.5100, -0.4764, -0.6210], [2.1302, 1.8078, 6.1492], [0.3084, -2.6522, -3.8430], [0.8425, -2.0390, 2.3143], [5.8082, 0.7070, -0.8889]],
  "s2": 12.013,
  "total_energy_ha": -3842.4553,
  "molar_mass_g_mol": 918.65,
  "multiplicity": 7,
  "total_charge": 2
}

---

Record 3
{
  "formula": "C37H64N2O5",
  "method": "ωB97M-V with the def2-TZVPD basis set",
  "species": ["C", "H", "C", "C", "H", "H", "H", "H", "H", "H", "C", "C", "H", "H", "O", "H", "H", "H", "H", "H", "H", "C", "C", "H", "C", "C", "C", "C", "H", "O", "H", "H", "C", "C", "C", "H", "C", "C", "C", "H", "C", "H", "C", "C", "O", "H", "C", "H", "O", "H", "H", "H", "H", "H", "H", "C", "H", "H", "H", "H", "C", "H", "H", "C", "H", "C", "C", "H", "H", "N", "H", "H", "H", "N", "H", "C", "H", "H", "C", "O", "C", "H", "H", "H", "H", "H", "C", "H", "C", "C", "H", "H", "H", "C", "C", "H", "H", "C", "H", "H", "C", "H", "H", "H", "H", "H", "C", "H"],
  "positions_angstrom": [[2.5965, 6.7544, -0.5894], [1.6840, 6.1775, -0.4638], [1.2678, 4.9591, -3.4196], [1.9642, -6.0867, 0.8518], [-2.8764, -2.8629, -0.7566], [-1.9119, 0.5040, 1.1172], [0.3990, 8.0452, -4.6752], [1.6431, 4.7233, -4.4200], [1.4283, 2.5934, 1.7886], [0.6393, -1.7542, 0.5757], [1.0719, -8.3496, 0.4273], [-1.4571, 1.1417, 3.7461], [-3.9539, -3.6353, 1.3585], [-0.5094, 6.5299, -4.7698], [-2.4368, 3.2701, 4.3522], [5.0995, 7.3342, -2.8584], [1.4294, -3.2984, 0.8865], [-0.1972, -0.0170, 2.3952], [0.4170, 7.5756, -1.5164], [4.3217, 8.4873, -1.7707], [-1.2443, 0.8850, 4.7777], [2.2336, 4.3408, -2.4053], [-4.1184, 1.5576, -0.0087], [2.6657, -6.5854, 1.5203], [1.2073, -2.3221, 1.3145], [-1.6703, -6.7760, -0.1902], [1.0613, 6.4792, -3.3214], [0.0244, 6.8470, -2.2211], [-5.0761, 1.9711, 0.3003], [-1.1017, 3.1346, 2.5950], [2.3731, 7.7962, -0.3569], [-3.2921, -6.8388, 1.2176], [-1.7249, 1.5261, 0.8128], [3.5171, 5.1591, -2.2799], [1.1065, 1.4474, -0.0013], [-1.5934, -8.2668, 2.2634], [-3.4089, -2.1805, -0.1165], [0.6735, -6.8960, 0.8145], [-1.8143, -8.2726, -0.5179], [1.0881, 6.6442, -5.4988], [0.0371, -6.8309, 2.2128], [2.4844, 3.3278, -2.7271], [0.6618, 2.4909, 1.0270], [3.0866, -0.9777, 0.6965], [3.0188, 7.3875, -4.1415], [-3.4087, 2.5783, 1.7408], [-4.6865, -1.6898, 1.8862], [0.6058, -7.4823, 2.8786], [2.3744, -1.6480, 1.7337], [-4.0378, 1.7102, -1.0801], [0.6571, -8.6457, -0.5326], [-2.8331, 3.2569, 0.2518], [1.7505, 4.2317, -1.4299], [-2.2712, -5.4225, 1.3728], [-2.0077, -6.2048, -2.2505], [-1.7586, 2.6152, 3.6456], [-5.1596, -1.9989, 2.8034], [-2.4932, -4.9673, -1.0865], [-3.4769, -6.4112, -1.2918], [5.1450, 7.0659, -1.1185], [-0.6251, 2.0903, 1.7403], [-1.3480, -8.9315, 0.2088], [0.1609, -5.8151, 2.6010], [3.2318, 0.5221, 0.9770], [2.1517, -8.4412, 0.3199], [-1.4509, -7.1838, 2.2980], [-2.2536, -6.5019, 1.1911], [4.2815, 0.7751, 1.0900], [4.0691, -1.4393, 0.6216], [-0.2465, -6.3269, -0.2180], [-0.3072, 5.9764, -1.6530], [-2.3130, 0.5287, 3.4724], [0.2928, 4.4742, -3.3400], [2.3546, 7.1801, -3.0590], [2.5853, -1.1511, -0.2554], [-4.1295, 0.0930, 0.3374], [2.4198, -6.0171, -0.1368], [4.1500, 4.7490, -1.4896], [3.2321, 6.6270, -1.9846], [-0.1631, -5.0441, -0.2883], [4.5259, 7.4290, -1.9387], [0.7523, -9.0807, 1.1711], [-1.3949, -8.4983, -1.4990], [0.6156, 1.2307, 3.3315], [-1.8339, -6.8645, 3.2687], [0.6697, 1.7276, -0.9595], [0.4857, 6.9585, -4.6489], [2.7111, 0.7325, 1.9057], [-3.4716, -0.8351, -0.4805], [-0.2866, 0.9914, 2.7753], [2.8208, 0.8514, -1.0905], [-0.8593, 7.3098, -2.6582], [-2.9992, -0.4820, -1.3838], [-4.0118, -2.5968, 1.0703], [2.6211, 1.3640, -0.1528], [-5.2357, 0.3940, 2.1359], [-2.8736, -8.5286, -0.5404], [-3.0217, 2.3144, 0.7617], [1.8112, -5.0785, 1.2297], [4.0885, 5.0733, -3.2089], [-4.7410, -0.3439, 1.5215], [0.5277, 3.4530, 0.5345], [3.0197, 2.3739, -0.2064], [0.5744, -2.4574, 2.1860], [3.3039, 6.3900, 0.1559], [-1.3551, 1.4570, -0.2063], [-2.4535, -6.0380, -1.2689], [0.7044, 0.4623, 0.2139]],
  "s2": 2.008,
  "total_energy_ha": -1933.8125,
  "molar_mass_g_mol": 616.93,
  "multiplicity": 3
}